(1)
4 unconnected molecules or ions with the total composition C34H69N4O at a distorted geometry, computed with wB97M-V/def2-TZVPD.

Structure (XYZ):
```
108
Properties=species:S:1:pos:R:3
C -0.0304 1.3708 0.1987
C -0.5645 1.7267 -1.1951
C -2.0928 1.8129 -1.2008
C -2.8576 1.1386 -0.2395
C -4.2543 1.1665 -0.2670
C -4.9072 1.8747 -1.2677
C -4.1768 2.5507 -2.2418
C -2.7823 2.5139 -2.1988
C 0.0905 3.0658 -1.5922
C 1.4265 2.9801 -2.3602
C 1.1940 3.3334 -3.8356
C 2.3618 4.0419 -1.7759
N 2.1100 1.6658 -2.2048
O 3.2404 1.6265 -2.8141
C 1.2919 0.4495 -2.5168
C 1.4478 -0.0223 -3.9568
C 1.8159 -0.6849 -1.6129
C -0.2017 0.6671 -2.2412
H -0.3214 0.3770 0.5121
H 1.0472 1.4947 0.1872
H -0.4041 2.1319 0.8788
H -2.3865 0.5686 0.5420
H -4.8007 0.6348 0.4940
H -5.9867 1.8894 -1.2946
H -4.6729 3.0876 -3.0321
H -2.2279 3.0240 -2.9711
H -0.5704 3.6570 -2.2121
H 0.2188 3.6453 -0.6812
H 2.0409 3.0796 -4.4623
H 1.0541 4.4097 -3.8919
H 0.2724 2.8911 -4.2064
H 1.9172 5.0233 -1.8955
H 3.2993 4.0357 -2.3250
H 2.5877 3.8448 -0.7313
H 1.3276 0.7697 -4.6886
H 2.3813 -0.5452 -4.1162
H 0.6464 -0.7389 -4.1335
H 1.8547 -0.3889 -0.5710
H 2.7778 -1.0441 -1.9615
H 1.1265 -1.5222 -1.6991
H -0.6652 0.9890 -3.1767
H -0.6793 -0.2739 -1.9849
C -2.5676 0.2197 -6.3827
C -2.0673 -0.7279 -7.4616
N -1.6442 -2.0109 -6.9329
C -0.8968 -2.8114 -7.8862
C -1.6181 -3.2943 -9.1508
C -2.6336 -2.7205 -6.1411
C -3.9826 -3.0476 -6.7957
H -1.8216 0.3327 -5.5936
H -2.7599 1.2042 -6.8115
H -3.4984 -0.1242 -5.9301
H -1.2015 -0.2689 -7.9462
H -2.8431 -0.8220 -8.2382
H -0.4862 -3.6769 -7.3591
H -0.0275 -2.2214 -8.1940
H -2.3173 -4.1023 -8.9398
H -0.8866 -3.6804 -9.8635
H -2.1608 -2.4884 -9.6456
H -2.8281 -2.1332 -5.2397
H -2.1763 -3.6442 -5.7781
H -4.3931 -2.1946 -7.3376
H -4.7057 -3.3217 -6.0249
H -3.9136 -3.8883 -7.4842
C 3.9232 1.7679 1.4646
C 3.5136 2.0584 2.8999
N 2.5876 1.0747 3.4296
C 1.9570 1.4778 4.6738
C 2.8413 1.6545 5.9145
C 3.0303 -0.3062 3.3607
C 4.3513 -0.6785 4.0476
H 3.0501 1.6652 0.8203
H 4.5221 2.5947 1.0795
H 4.5307 0.8657 1.3867
H 3.0134 3.0307 2.9250
H 4.4224 2.1631 3.5139
H 1.1639 0.7593 4.9028
H 1.4415 2.4250 4.4843
H 3.1644 0.6988 6.3265
H 2.2759 2.1665 6.6963
H 3.7258 2.2566 5.7048
H 3.1065 -0.5857 2.3064
H 2.2293 -0.9365 3.7570
H 5.1440 0.0381 3.8293
H 4.6869 -1.6540 3.6892
H 4.2465 -0.7537 5.1292
C 0.5979 -3.0936 5.2938
C 0.4450 -2.1166 6.4500
N -0.9287 -1.7187 6.6870
C -1.0518 -0.5735 7.5713
C -0.5840 -0.7252 9.0240
C -1.8675 -2.8035 6.9114
C -1.5874 -3.7722 8.0684
H 0.1369 -2.6971 4.3878
H 1.6585 -3.2547 5.0931
H 0.1567 -4.0673 5.5094
H 1.0112 -1.2123 6.2070
H 0.9227 -2.5489 7.3438
H -2.0953 -0.2470 7.5659
H -0.4892 0.2490 7.1167
H -1.2752 -1.3234 9.6161
H -0.5267 0.2588 9.4938
H 0.4068 -1.1756 9.0902
H -1.9348 -3.3869 5.9895
H -2.8618 -2.3687 7.0389
H -0.5444 -4.0906 8.0938
H -2.1984 -4.6693 7.9499
H -1.8361 -3.3406 9.0367
```

Output
- multiplicity = 2
- ⟨S²⟩ = 0.754
- HOMO-LUMO gap (alpha / beta) (Eh) = 0.3212 / 0.3118

Results of the Löwdin charge analysis, in e, for atoms 1 through 6: atom 1 (C): -0.029, atom 2 (C): -0.406, atom 3 (C): -0.157, atom 4 (C): -0.027, atom 5 (C): -0.076, atom 6 (C): -0.098

***

(2)
2 unconnected molecules or ions with the total composition C2H8OP2 at a distorted geometry, computed with wB97M-V/def2-TZVPD.

Structure (XYZ):
```
13
Properties=species:S:1:pos:R:3
C 2.1877 -0.6967 2.2902
C -2.1043 0.8091 -2.5005
O 2.1918 0.4541 1.4451
P 0.7479 0.7465 0.5148
P -0.9404 -0.4258 -1.7995
H 2.8789 -1.4772 1.7398
H 1.1399 -1.0961 2.3305
H 2.6667 -0.4403 3.3711
H -1.9386 1.7138 -2.1578
H -3.1298 0.4620 -2.3581
H -1.9338 0.8627 -3.5432
H -0.1027 -0.2076 1.2887
H -1.6633 -0.7043 -0.6210
```

Output
- energy relative to the best compared isomer or geometry (same formula, charge and spin) (kcal per mole) = 52.2
- HOMO-LUMO gap (alpha / beta) (Eh) = 0.2535 / 0.2713

Results of the natural (NBO) charge analysis, in e, for atoms 1 through 6: atom 1 (C): -0.261, atom 2 (C): -0.937, atom 3 (O): -0.781, atom 4 (P): 0.595, atom 5 (P): 0.314, atom 6 (H): 0.186

***

(3)
2 unconnected molecules or ions with the total composition C2H4N4 at a distorted geometry, computed with wB97M-V/def2-TZVPD.

Structure (XYZ):
```
10
Properties=species:S:1:pos:R:3
C -1.6202 -0.0870 0.0650
N -0.6678 -0.9162 0.8159
N 1.0869 1.6885 0.4803
C 2.1162 1.2039 0.2878
N 1.2924 -1.6523 -0.2654
N 0.3235 -1.2834 0.2014
H -2.4886 -0.6933 -0.2128
H -1.1715 0.3515 -0.8317
H -1.9452 0.7207 0.7231
H 3.0678 0.7456 0.1115
```

Output
- energy relative to the best compared isomer or geometry (same formula, charge and spin) (kcal per mole) = 67.6
- HOMO-LUMO gap (Eh) = 0.3888

Results of the natural (NBO) charge analysis, in e, for atoms 1 through 6: atom 1 (C): -0.428, atom 2 (N): -0.318, atom 3 (N): -0.333, atom 4 (C): 0.083, atom 5 (N): -0.119, atom 6 (N): 0.251

***

(4)
14 unconnected molecules or ions with the total composition C9H39BrNO18S at a distorted geometry, computed with wB97M-V/def2-TZVPD.

Structure (XYZ):
```
69
Properties=species:S:1:pos:R:3
C -2.8784 -4.1767 3.7250
C -1.9745 -2.9098 3.3566
O -0.8743 -2.8382 3.8838
O -2.5012 -1.9366 2.4804
C -2.2476 -2.2597 1.1289
O -2.2603 -3.3939 0.7260
C -1.9939 -1.0152 0.1844
C -0.4727 -0.8997 -0.2676
C 0.3806 -1.8246 0.7127
O 0.7129 -2.9901 0.3902
O 0.7482 -1.2926 1.8412
N 0.0947 0.4763 -0.1248
S 1.7491 0.3043 -0.6832
C -0.6452 1.4552 -0.9529
C -0.0303 2.8932 -0.9719
C -0.7733 3.7131 -2.1171
Br -0.5128 3.7948 0.7292
H -3.8609 -3.7596 4.0757
H -2.9811 -4.8822 2.8656
H -2.4051 -4.6831 4.6080
H -2.3588 -0.0879 0.7094
H -2.6002 -1.2309 -0.7587
H -0.3303 -1.2832 -1.3123
H 1.6894 0.3954 -2.0620
H -0.7797 0.9995 -1.9813
H -1.6904 1.5644 -0.5323
H 1.0546 2.9407 -1.2226
H -0.4411 3.3577 -3.1339
H -1.8844 3.5713 -2.0391
H -0.5490 4.8102 -2.0238
O 1.7830 6.1500 -0.0020
H 1.2289 5.7783 0.7003
H 2.6783 6.0930 0.3504
O 0.8081 1.7379 -4.2922
H 1.6596 2.1815 -4.3769
H 0.7698 1.1587 -5.0605
O 5.2389 -1.0246 -0.3331
H 4.3185 -0.8225 -0.5366
H 5.1973 -1.4039 0.5548
O -0.6343 0.1178 4.2892
H -0.6554 -0.6825 4.8221
H -0.2319 -0.1729 3.4517
O -2.4222 -2.5174 -2.3044
H -2.4137 -3.1945 -2.9898
H -2.1877 -3.0004 -1.4957
O 0.4740 8.7071 -0.8344
H 1.0582 7.9360 -0.7811
H -0.2420 8.4183 -1.4100
O 0.1402 -5.8118 1.0437
H 0.2399 -4.8763 0.7969
H -0.5684 -5.8037 1.6949
O -2.5903 -2.7224 6.3881
H -2.2426 -3.2900 7.0841
H -1.9349 -2.7838 5.6797
O 1.5248 3.9398 -5.6022
H 1.3317 4.6094 -4.9355
H 1.9185 4.4403 -6.3295
O 3.8584 5.6171 -7.1836
H 4.7018 5.4972 -6.7323
H 4.0329 6.3142 -7.8257
O 1.3594 -1.7637 -2.8622
H 1.3910 -2.4509 -3.5382
H 1.6047 -2.2267 -2.0457
O -5.0346 -6.0256 4.6807
H -5.2597 -6.7626 5.2597
H -5.7800 -5.9695 4.0720
O 5.0822 -1.3454 2.8420
H 4.5241 -1.7218 3.5329
H 5.9721 -1.3866 3.2095
```

Output
- net charge = -1
- HOMO-LUMO gap (Eh) = 0.2472

Results of the natural (NBO) charge analysis, in e, for atoms 1 through 6: atom 1 (C): -0.725, atom 2 (C): 0.829, atom 3 (O): -0.545, atom 4 (O): -0.557, atom 5 (C): 0.844, atom 6 (O): -0.591

***

(5)
2 unconnected molecules or ions with the total composition C10H22 at a distorted geometry, computed with wB97M-V/def2-TZVPD.

Structure (XYZ):
```
32
Properties=species:S:1:pos:R:3
C -0.1668 -3.7820 -0.1453
C -0.1104 -2.2993 0.0255
C -0.7316 -1.9674 1.3676
C -0.9478 -1.5759 -1.0739
C 1.2984 -1.8619 -0.0600
H 0.2725 -4.2948 0.6845
H -1.2539 -4.0719 -0.2149
H 0.4887 -4.1716 -1.0209
H -0.7952 -0.9182 1.6817
H -1.7245 -2.3985 1.4442
H -0.0092 -2.4108 2.0923
H -0.8165 -0.4865 -0.9543
H -1.9516 -1.8925 -0.8669
H -0.6363 -1.9364 -2.0685
H 1.7608 -2.3453 -0.9915
H 1.3424 -0.6789 -0.2270
H 1.8539 -2.1141 0.9105
C 0.3920 2.1058 1.2007
C -1.0457 2.3224 0.5912
C -0.8020 2.7820 -0.9019
C 0.6666 2.3312 -1.2085
C 1.4312 2.5832 0.1441
H 0.5116 2.5858 2.1637
H 0.6706 1.0841 1.4585
H -1.6324 3.0536 1.0437
H -1.5783 1.4176 0.7800
H -0.9026 3.8426 -1.0307
H -1.4729 2.2489 -1.6542
H 1.2252 2.8109 -2.0274
H 0.6523 1.2870 -1.3936
H 1.7722 3.6271 0.2152
H 2.3198 1.9342 0.3379
```

Output
- energy relative to the best compared isomer or geometry (same formula, charge and spin) (kcal per mole) = 30.8
- structure (SMILES) = CC(C)(C)C.C1CCCC1
- HOMO-LUMO gap (Eh) = 0.4314

Results of the natural (NBO) charge analysis, in e, for atoms 1 through 6: atom 1 (C): -0.598, atom 2 (C): -0.096, atom 3 (C): -0.603, atom 4 (C): -0.596, atom 5 (C): -0.597, atom 6 (H): 0.209

***

(6)
A molecular structure, C23H31CrN3O2S, computed with wB97M-V/def2-TZVPD.

Structure (XYZ):
```
61
Properties=species:S:1:pos:R:3
Cr 0.0090 0.0381 -0.0059
C -1.4977 2.5977 0.3356
N -0.5084 2.0771 -0.6475
C 0.6018 3.0666 -0.6704
C 1.9214 2.6101 -1.2661
C 2.6411 1.5833 -0.4106
N 1.9916 0.2673 -0.4173
C 2.7448 -0.7377 -0.7344
C 2.4033 -2.1202 -0.7187
C 3.3246 -3.0459 -1.2593
C 3.0941 -4.3907 -1.1881
C 1.9336 -4.8443 -0.5333
C 1.0325 -3.9698 0.0234
C 1.2370 -2.5813 -0.0642
O 0.3687 -1.7708 0.4800
C -1.2335 2.0509 -1.9495
C -0.5201 1.4938 -3.1788
C 0.0990 0.0966 -2.9945
N -0.4983 -0.5580 -1.8337
C -1.3748 -1.4887 -2.0112
C -2.2383 -2.0384 -1.0125
C -2.9853 -3.1886 -1.3353
C -3.8999 -3.7078 -0.4586
C -4.1096 -3.0480 0.7622
C -3.4132 -1.9086 1.0919
C -2.4465 -1.3810 0.2243
O -1.8064 -0.2759 0.5528
H -1.8196 3.6005 0.0395
H -1.0355 2.6526 1.3167
H -2.3536 1.9338 0.3873
H 0.7927 3.3517 0.3661
H 0.2431 3.9638 -1.1854
H 2.5593 3.4946 -1.3188
H 1.8167 2.2445 -2.2876
H 2.6776 1.9490 0.6192
H 3.6724 1.4803 -0.7522
H 3.7687 -0.5160 -1.0434
H 4.2250 -2.6725 -1.7365
H 3.7965 -5.0935 -1.6131
H 1.7495 -5.9091 -0.4603
H 0.1440 -4.3161 0.5360
H -1.5504 3.0750 -2.1718
H -2.1356 1.4668 -1.7738
H 0.2284 2.1895 -3.5588
H -1.2950 1.4422 -3.9461
H 1.1730 0.1714 -2.8383
H -0.0591 -0.5068 -3.8887
H -1.5027 -1.8704 -3.0260
H -2.8197 -3.6646 -2.2965
H -4.4605 -4.5983 -0.7068
H -4.8389 -3.4419 1.4598
H -3.5817 -1.4007 2.0331
C -0.8816 1.1862 3.4409
S 0.4696 0.4019 2.5458
C 1.8544 1.3649 3.1746
H -0.8306 2.2706 3.3526
H -0.8226 0.8953 4.4873
H -1.8103 0.8165 3.0094
H 1.9307 1.1881 4.2451
H 1.7180 2.4281 2.9788
H 2.7633 1.0077 2.6937
```

Output
- energy relative to the best compared isomer or geometry (same formula, charge and spin) (kcal per mole) = 9.7
- net charge = +1
- multiplicity = 4
- ⟨S²⟩ = 3.777
- HOMO-LUMO gap (alpha / beta) (Eh) = 0.2925 / 0.2887

Results of the natural (NBO) charge analysis, in e, for atoms 1 through 6: atom 1 (Cr): 1.422, atom 2 (C): -0.410, atom 3 (N): -0.478, atom 4 (C): -0.217, atom 5 (C): -0.424, atom 6 (C): -0.220

***

| no. | molar mass (g mol⁻¹) |
| --- | --- |
| 1 | 550.0 |
| 2 | 110.0 |
| 3 | 84.1 |
| 4 | 561.4 |
| 5 | 142.3 |
| 6 | 465.6 |